(1)
Entry from the Open Molecules 2025 dataset: an isolated molecule of C16H19N5OS in a non-equilibrium geometry (ωB97M-V with the def2-TZVPD basis set).

Last column: natural (NBO) charge in e.
Cartesian coordinates (Å):
C: 2.14507 0.16227 -2.24435  -0.630
C: 3.44392 -0.57421 -1.94026  -0.400
C: 4.00471 -0.24017 -0.55503  -0.216
N: 3.19805 -0.77368 0.50548  -0.233
N: 3.32586 -2.04825 0.93498  -0.086
N: 2.52586 -2.21286 1.89402  -0.054
N: 1.83889 -1.10805 2.16488  -0.398
C: 2.24504 -0.20236 1.29256  0.525
N: 1.87185 1.09506 1.24348  -0.599
C: 0.67641 1.50722 1.95758  -0.237
C: -0.50049 1.76368 1.04993  -0.120
C: -1.17823 2.97421 1.12001  -0.191
C: -2.24560 3.25140 0.28585  -0.218
C: -2.63977 2.32094 -0.65925  -0.204
C: -1.97554 1.11248 -0.75006  -0.253
C: -0.91961 0.82226 0.10579  0.359
O: -0.26240 -0.38995 -0.02840  -0.561
C: -0.82263 -1.46460 0.72900  -0.107
C: -2.24290 -1.74788 0.37714  -0.233
C: -2.72314 -2.46391 -0.67634  -0.243
C: -4.13435 -2.48723 -0.73217  -0.261
C: -4.70569 -1.78454 0.27801  -0.410
S: -3.53528 -1.07745 1.31864  0.450
H: 1.79343 -0.09707 -3.23980  0.219
H: 1.36816 -0.10861 -1.53362  0.232
H: 2.29616 1.24096 -2.21206  0.192
H: 3.27840 -1.65164 -1.99314  0.216
H: 4.20026 -0.31114 -2.68229  0.206
H: 4.99785 -0.68537 -0.44762  0.230
H: 4.08665 0.84257 -0.41936  0.201
H: 2.03024 1.56746 0.36512  0.395
H: 0.90863 2.42344 2.51170  0.204
H: 0.45392 0.71405 2.67624  0.247
H: -0.86310 3.70735 1.84877  0.211
H: -2.76164 4.19597 0.36761  0.215
H: -3.46338 2.53231 -1.32416  0.217
H: -2.26649 0.37547 -1.48328  0.229
H: -0.73002 -1.25203 1.80057  0.203
H: -0.19090 -2.32307 0.48708  0.220
H: -2.08705 -2.96199 -1.38633  0.224
H: -4.69385 -3.00666 -1.48940  0.225
H: -5.74728 -1.63638 0.48248  0.235

Forces on atoms 1 to 6 (eV/Å):
C 0.168 -0.173 0.029
C -0.056 0.230 0.135
C 0.292 -0.213 -0.606
N -1.146 0.512 1.096
N 0.845 -0.492 -0.777
N 0.065 -0.812 0.292

Results
- ΔE to the lowest compared entry with this formula, charge and spin: 33.8 kcal/mol
- Gap between HOMO and LUMO: 9.42 eV
- LUMO: 0.025 Ha
- SMILES: CCCn1nnnc1NCc1ccccc1OCc1cccs1
- Electronic energy: -1368.262292 Eh


(2)
Entry from the Open Molecules 2025 dataset: an isolated molecule of C16H19N5OS in a non-equilibrium geometry (ωB97M-V with the def2-TZVPD basis set).

Last column: natural (NBO) charge in e.
Cartesian coordinates (Å):
C: 4.21528 0.34680 -1.81431  -0.611
C: 3.21294 0.14379 -0.68534  -0.405
C: 3.02673 -1.34223 -0.36168  -0.219
N: 2.38038 -2.03689 -1.43530  -0.230
N: 3.02867 -2.80247 -2.33989  -0.083
N: 2.17921 -3.20509 -3.17887  -0.055
N: 0.95659 -2.75541 -2.91150  -0.378
C: 1.07166 -2.01828 -1.82172  0.498
N: 0.11651 -1.28861 -1.20921  -0.610
C: -1.27842 -1.53280 -1.53345  -0.231
C: -2.10202 -0.32184 -1.18781  -0.104
C: -2.81743 0.36131 -2.15523  -0.171
C: -3.57071 1.47793 -1.83148  -0.232
C: -3.60160 1.92240 -0.52408  -0.192
C: -2.88989 1.25768 0.46113  -0.301
C: -2.14365 0.13355 0.13844  0.369
O: -1.41399 -0.60203 1.04168  -0.527
C: -1.35596 -0.17940 2.38231  -0.093
C: -0.56821 1.08292 2.55862  -0.236
C: 0.27109 1.68567 1.67533  -0.260
C: 0.86313 2.86090 2.19425  -0.250
C: 0.46622 3.12886 3.46122  -0.404
S: -0.64603 1.95589 4.05322  0.430
H: 5.19750 -0.01710 -1.52214  0.205
H: 3.90439 -0.19589 -2.70389  0.219
H: 4.29646 1.40119 -2.06584  0.213
H: 3.55524 0.65435 0.21678  0.208
H: 2.24815 0.56918 -0.97257  0.205
H: 3.99723 -1.82176 -0.21545  0.232
H: 2.42783 -1.46353 0.54903  0.201
H: 0.27155 -1.07402 -0.23314  0.403
H: -1.65850 -2.40518 -0.98157  0.199
H: -1.32767 -1.74947 -2.60110  0.238
H: -2.78159 0.01082 -3.17566  0.216
H: -4.12348 1.99892 -2.59762  0.217
H: -4.17853 2.79527 -0.25832  0.216
H: -2.92123 1.63138 1.47219  0.221
H: -0.86233 -1.00554 2.91018  0.213
H: -2.36231 -0.06771 2.80880  0.193
H: 0.45348 1.31970 0.68083  0.226
H: 1.55181 3.47263 1.64033  0.228
H: 0.75229 3.94327 4.09604  0.239

Forces on atoms 1 to 6 (eV/Å):
C -0.176 0.037 0.110
C 0.140 -0.178 -0.078
C 0.189 0.465 0.278
N -1.475 -0.274 -0.607
N 1.147 0.005 0.428
N 0.419 -0.507 -0.630

Results
- ΔE to the lowest compared entry with this formula, charge and spin: 32.7 kcal/mol
- Gap between HOMO and LUMO: 9.22 eV
- LUMO: 0.016 Ha
- SMILES: CCCn1nnnc1NCc1ccccc1OCc1cccs1
- Electronic energy: -1368.263967 Eh


(3)
Entry from the Open Molecules 2025 dataset: a structure of composition C16H19N6S2Tc (ωB97M-V with the def2-TZVPD basis set).

Last column: Löwdin spin population.
Cartesian coordinates (Å):
Tc: -1.03550 -0.55136 -0.89568  0.058
N: 1.65502 -3.83813 -1.58964  0.124
C: 1.00081 -2.73165 -1.36723  0.053
S: -0.74686 -2.66555 -1.62297  0.006
N: 1.70119 -1.63414 -1.03872  0.233
N: 0.95985 -0.57090 -0.81964  0.142
C: 1.62867 0.61442 -0.77370  0.028
C: 3.04534 0.72121 -0.73179  0.087
C: 3.70668 1.71221 -1.51223  0.039
C: 5.07180 1.80520 -1.48924  0.019
C: 5.81555 0.96027 -0.65215  0.118
C: 5.18377 -0.00645 0.13954  0.009
C: 3.82309 -0.15150 0.08485  0.054
C: 0.72908 1.77186 -0.84999  0.003
C: 1.12085 3.07448 -0.62164  0.007
C: 0.18786 4.10436 -0.75363  0.000
C: -1.11803 3.79653 -1.07638  0.005
C: -1.46931 2.46219 -1.21962  0.004
N: -0.58016 1.47047 -1.10064  0.005
H: 1.18275 -4.68280 -1.88496  0.003
H: 2.66527 -3.86198 -1.50533  0.002
H: 3.13728 2.32573 -2.19749  0.000
H: 5.57916 2.52000 -2.12267  0.000
H: 6.89375 1.05568 -0.61968  0.005
H: 5.77170 -0.63125 0.79787  -0.001
H: 3.33043 -0.87160 0.72140  0.000
H: 2.13486 3.29327 -0.32224  0.001
H: 0.48788 5.13184 -0.59235  0.000
H: -1.87051 4.56432 -1.19186  0.000
H: -2.49235 2.17516 -1.42980  0.000
C: -5.25189 -0.25669 2.23738  0.000
N: -3.80843 -0.20589 1.91420  -0.001
C: -2.97187 -1.18345 1.64550  0.002
S: -1.25287 -0.71170 1.28838  -0.007
N: -3.21218 -2.47319 1.66633  0.001
C: -4.38198 -3.20930 2.19402  0.000
H: -5.68236 0.69629 1.94418  0.000
H: -5.40609 -0.39919 3.30460  0.000
H: -5.74179 -1.04161 1.67349  0.000
H: -3.38505 0.70581 2.00270  0.000
H: -2.43925 -3.05274 1.37441  0.000
H: -4.77244 -2.72129 3.07998  0.000
H: -4.03732 -4.19989 2.47557  0.000
H: -5.15637 -3.30905 1.43686  0.000

Forces on atoms 1 to 6 (eV/Å):
Tc -0.074 -0.203 0.835
N 0.106 -0.092 0.028
C -0.447 0.107 0.098
S 0.001 0.163 -0.516
N 0.207 -0.087 0.024
N 0.362 0.111 0.068

Results
- 2S+1: 2
- ΔE to the lowest compared entry with this formula, charge and spin: 0.0 kcal/mol
- Net charge: +3
- Gap between HOMO and LUMO (spin up / spin down): 6.74 / 5.80 eV
- LUMO (spin up / spin down): -0.400 / -0.449 Ha
- Electronic energy: -1825.811947 Eh